Density functional theory data (ωB97M-V/def2-TZVPD) for a structure of composition C32H55CeN4OP2 at a distorted geometry.

```
95
Properties=species:S:1:pos:R:3:forces:R:3:lowdin_charge:R:1
C 2.55944 -1.30015 -0.98398 -0.39 -0.05 0.33 -0.29
C 1.41225 0.49215 -1.98569 0.48 0.04 0.16 -0.28
C 3.42687 -1.39899 -2.07036 -0.34 -0.04 -0.05 0.03
C 2.24275 0.44273 -3.10750 -0.28 -0.18 0.42 0.03
C 3.25074 -0.53026 -3.14815 -0.03 0.12 0.14 0.03
H 4.17227 -2.19733 -2.08688 -0.19 0.35 -0.07 0.14
H 2.08301 1.13858 -3.93180 0.06 -0.27 0.17 0.14
H 3.87845 -0.62196 -4.03408 -0.08 0.06 0.24 0.14
N 1.60193 -0.34089 -0.92628 0.03 -0.26 -0.42 0.01
P 0.95261 -2.65439 0.96375 -0.53 0.56 -0.72 1.06
P 0.16102 2.44944 -0.08248 0.13 -0.54 -1.15 1.13
C 2.60552 -2.32355 0.15863 0.26 -0.26 -0.07 -0.22
H 3.01147 -3.27079 -0.22431 0.00 0.24 0.02 0.10
H 3.32073 -1.98777 0.92754 -0.26 -0.08 -0.11 0.10
C 0.22211 1.43349 -1.88636 -0.11 0.96 1.06 -0.18
H 0.32498 2.25519 -2.60795 -0.23 -0.48 -0.06 0.11
C -1.49784 3.37600 -0.05954 -0.09 0.02 -0.15 -0.63
C 1.68937 3.51315 0.07618 0.09 0.11 0.06 -0.64
C -0.14297 -3.66848 -0.30018 0.23 -0.16 0.43 -0.61
C 1.12774 -3.36966 2.68890 0.08 -0.18 -0.01 -0.67
C -2.57884 2.50451 0.64039 0.17 -0.08 0.09 -0.08
H -2.43621 2.49266 1.73140 -0.07 0.10 -0.26 0.08
H -3.57199 2.93750 0.42504 0.39 -0.15 0.14 0.12
H -2.60505 1.45842 0.28746 -0.14 0.48 -0.01 0.04
C -1.34296 4.66829 0.76605 0.00 0.08 -0.01 -0.07
H -1.06443 4.44548 1.80950 -0.05 0.17 -0.39 0.09
H -0.61965 5.36971 0.32444 -0.28 -0.25 0.18 0.08
H -2.32299 5.17127 0.78790 0.29 -0.16 -0.01 0.11
C -1.96265 3.68717 -1.49769 -0.13 0.10 -0.11 -0.05
H -2.70558 4.50195 -1.45445 0.24 -0.30 -0.04 0.12
H -1.14590 4.01941 -2.15615 -0.35 -0.02 0.21 0.08
H -2.46829 2.81951 -1.95635 0.29 0.35 0.18 0.07
C 1.68901 4.08351 1.53757 0.03 0.07 -0.10 -0.07
H 1.11901 3.43173 2.22705 0.21 0.32 -0.15 0.05
H 2.72197 4.13565 1.92228 -0.41 0.00 -0.22 0.10
H 1.26385 5.10020 1.58458 0.13 -0.57 0.01 0.09
C 2.95599 2.63077 -0.10533 -0.20 0.00 0.00 -0.07
H 2.86579 1.69330 0.46081 0.23 0.21 -0.30 0.03
H 3.14254 2.40044 -1.16381 -0.08 -0.03 0.35 0.09
H 3.83910 3.16688 0.28596 -0.43 -0.12 -0.22 0.12
C 1.64138 4.60053 -1.01949 0.39 0.44 -0.18 -0.05
H 0.86755 4.40672 -1.78022 0.36 0.19 0.23 0.06
H 1.46626 5.59739 -0.59055 -0.06 -0.32 -0.20 0.09
H 2.61291 4.65047 -1.53962 -0.40 0.02 0.16 0.10
C -0.27979 -3.53701 3.31805 0.03 -0.14 -0.21 -0.06
H -0.17567 -4.04631 4.29088 0.00 0.17 -0.35 0.12
H -0.75495 -2.55814 3.50846 0.18 -0.35 -0.09 0.06
H -0.95688 -4.14421 2.69477 0.27 0.16 0.25 0.08
C 1.92893 -2.38988 3.58563 0.05 -0.11 -0.30 -0.08
H 2.87387 -2.07576 3.11863 -0.16 -0.12 0.24 0.08
H 1.33992 -1.49486 3.83707 0.09 -0.21 -0.07 0.06
H 2.17425 -2.90661 4.53163 -0.12 0.26 -0.42 0.12
C 1.88182 -4.70757 2.56001 0.13 -0.32 0.39 -0.07
H 2.64655 -4.67981 1.76556 -0.21 -0.10 0.37 0.08
H 2.39770 -4.92085 3.50986 -0.15 0.01 -0.33 0.10
H 1.19696 -5.54575 2.36847 0.32 0.33 0.00 0.08
C 0.23659 -3.28107 -1.74400 0.18 0.13 0.02 -0.08
H 1.26962 -3.56870 -1.98429 -0.25 0.03 0.04 0.09
H -0.42167 -3.81262 -2.45241 0.18 0.11 0.37 0.12
H 0.12013 -2.20546 -1.94554 -0.02 -0.35 0.09 0.05
C -1.65754 -3.36671 -0.05263 -0.07 0.04 -0.05 -0.07
H -2.10065 -2.76154 -0.86537 0.31 -0.20 0.39 0.08
H -2.22333 -4.31522 -0.01322 0.25 0.42 0.02 0.11
H -1.86484 -2.84965 0.90528 0.08 -0.19 -0.23 0.05
C 0.13374 -5.16870 -0.09749 -0.08 -0.26 -0.10 -0.08
H 1.20807 -5.40095 -0.14025 -0.32 0.03 0.04 0.09
H -0.28797 -5.55107 0.84527 0.22 0.19 -0.34 0.08
H -0.35237 -5.73303 -0.91137 0.13 0.23 0.23 0.11
Ce -0.27697 -0.12209 0.76550 -1.79 -0.94 -1.08 0.85
C 1.75455 0.70809 2.28708 4.24 0.85 3.09 -0.03
O 2.67147 0.94231 2.95271 -3.69 -0.82 -2.63 0.18
N -1.52532 -0.02364 -0.97737 1.32 0.28 0.54 -0.04
C -1.10692 0.60168 -2.01126 -0.19 -0.25 -0.14 -0.30
C -1.89643 0.42507 -3.33818 0.00 0.34 0.25 -0.52
C -1.46397 1.43152 -4.38957 0.14 0.33 -0.19 -0.04
C -1.59726 -0.98792 -3.85596 0.25 -0.44 0.20 -0.03
C -3.40320 0.54686 -2.98403 -0.23 -0.07 0.25 -0.01
H -1.59059 2.45913 -4.03090 -0.01 -0.10 -0.20 0.08
H -0.40923 1.27769 -4.64976 -0.15 0.09 -0.08 0.08
H -2.05333 1.31753 -5.31190 0.17 0.00 0.36 0.12
H -1.90387 -1.73234 -3.10912 0.03 0.13 -0.23 0.07
H -2.13301 -1.20082 -4.79285 0.12 0.25 0.30 0.12
H -0.52039 -1.11332 -4.04122 -0.20 -0.03 -0.07 0.09
H -3.94810 1.22680 -3.65256 0.25 -0.31 0.01 0.11
H -3.86447 -0.44937 -3.01125 -0.04 0.37 -0.08 0.10
H -3.54559 0.91883 -1.95997 -0.05 -0.07 -0.32 0.06
N -2.04037 0.95348 4.83264 0.06 -0.39 -0.69 0.13
C -2.98915 -0.00670 4.46581 1.02 0.61 -0.34 0.00
C -2.57047 -0.48528 3.26420 0.01 -0.03 -0.20 -0.10
N -1.38397 0.14787 2.89267 0.03 0.55 0.78 -0.13
C -1.09261 1.02425 3.86884 -1.13 -0.64 0.35 -0.14
H -2.05850 1.52250 5.67304 -0.03 -0.15 -0.11 0.19
H -3.84655 -0.25534 5.05508 -0.15 0.05 0.24 0.14
H -3.04740 -1.22633 2.61641 0.20 0.32 0.40 0.13
H -0.25406 1.71100 3.90269 -0.18 -0.17 0.04 0.14
```
Forces are in eV/Å.

The calculation puts the HOMO-LUMO gap (alpha / beta) at 7.0 / 6.9 eV. The calculation puts the LUMO energy (alpha / beta) at -10.03 / -10.04 eV. As for the charge: +3. For the electronic energy, the calculation gives -2703.51108 Eh.